Record 1
55
Properties=species:S:1:pos:R:3 method="wB97M-V/def2-TZVPD" e_tot_ev=-67108.2642 total_charge=-1
O -2.35 1.19 -0.83
C -1.49 0.22 -1.54
C -1.47 -1.28 -0.88
O -2.01 -1.37 0.48
C -1.04 -0.94 1.51
O 0.22 -1.71 1.53
C 0.57 -2.17 2.88
Al 2.39 -3.20 2.92
S 1.95 -5.46 2.88
S 3.56 -2.78 4.88
I 3.92 -2.68 0.87
H -2.05 1.33 0.11
H -1.96 0.12 -2.64
H -0.39 0.58 -1.71
H -0.38 -1.71 -1.01
H -2.17 -1.96 -1.56
H -0.78 0.21 1.49
H -1.56 -1.13 2.57
H -0.21 -2.93 3.32
H 0.73 -1.24 3.57
H 1.57 -5.70 1.53
H 4.88 -2.42 4.52
N 1.42 0.45 5.04
C 2.62 0.93 5.43
C 2.79 2.15 6.07
C 1.66 2.93 6.31
C 0.41 2.46 5.91
C 0.35 1.23 5.29
H 3.47 0.29 5.22
H 3.78 2.49 6.37
H 1.75 3.89 6.81
H -0.48 3.04 6.09
H -0.60 0.81 4.96
N -3.27 3.09 -4.64
C -3.51 2.61 -3.40
C -4.78 2.47 -2.86
C -5.87 2.83 -3.64
C -5.66 3.33 -4.92
C -4.35 3.43 -5.37
H -2.62 2.34 -2.83
H -4.91 2.08 -1.86
H -6.88 2.73 -3.25
H -6.49 3.62 -5.55
H -4.14 3.81 -6.37
N 1.43 -1.81 -3.97
C 2.13 -1.70 -5.12
C 3.51 -1.55 -5.17
C 4.21 -1.50 -3.97
C 3.51 -1.61 -2.77
C 2.14 -1.76 -2.82
H 1.54 -1.74 -6.03
H 4.02 -1.47 -6.12
H 5.29 -1.38 -3.97
H 4.03 -1.57 -1.82
H 1.55 -1.85 -1.91


Record 2
38
Properties=species:S:1:pos:R:3 method="wB97M-V/def2-TZVPD" e_tot_ev=-150532.4077 total_charge=+3 spin_multiplicity=2
Mn -0.10 -1.24 -0.41
C 2.45 -2.17 -2.60
C 2.49 -2.53 -1.15
N 1.55 -2.20 -0.27
C 1.82 -2.68 1.01
C 2.98 -3.36 1.09
S 3.75 -3.41 -0.44
C 0.75 -2.43 1.96
C 0.53 -2.82 3.24
S -1.03 -2.32 3.75
C -1.35 -1.61 2.25
N -0.32 -1.72 1.42
C -2.65 -0.99 1.88
H 1.49 -1.75 -2.88
H 2.61 -3.06 -3.21
H 3.25 -1.47 -2.84
H 3.43 -3.83 1.95
H 1.17 -3.39 3.89
H -3.17 -0.60 2.75
H -3.30 -1.75 1.42
H -2.51 -0.18 1.16
C 0.01 2.63 1.61
N -0.59 2.99 0.31
C -1.37 4.06 0.10
C -1.68 4.09 -1.27
N -1.08 3.04 -1.83
C -1.13 2.70 -3.27
C -0.40 2.33 -0.87
Se 0.72 0.92 -1.20
H -0.17 3.45 2.30
H 1.08 2.49 1.48
H -0.46 1.73 1.99
H -1.65 4.75 0.88
H -2.27 4.80 -1.82
H -1.74 3.44 -3.77
H -1.58 1.71 -3.39
H -0.13 2.71 -3.68
Cl -1.39 -2.34 -1.54


Record 3
13
Properties=species:S:1:pos:R:3 method="wB97M-V/def2-TZVPD" relative_energy_ev=1.493 e_tot_ev=-9272.0091
N -0.19 -0.64 -1.85
C 0.79 0.11 -1.56
O 0.75 1.04 -0.59
C -0.35 0.99 0.31
C 0.00 0.06 1.49
C -0.77 -1.19 1.54
N -1.38 -2.17 1.61
H 0.06 -1.26 -2.62
H 1.78 0.12 -2.03
H -1.26 0.67 -0.21
H -0.48 2.02 0.66
H 1.06 -0.19 1.41
H -0.13 0.57 2.44


Record 4
63
Properties=species:S:1:pos:R:3 method="wB97M-V/def2-TZVPD" relative_energy_ev=0.000 e_tot_ev=-47857.0727
C 4.36 -3.30 2.12
C 2.99 -3.94 2.24
H 2.66 -3.98 3.28
H 3.00 -4.97 1.85
O 2.06 -3.17 1.48
C 0.82 -3.66 1.38
O 0.48 -4.71 1.88
C -0.08 -2.73 0.61
C -1.36 -3.42 0.14
C -2.24 -2.41 -0.58
C -2.54 -1.23 0.34
N -1.29 -0.65 0.76
S -1.35 0.95 1.19
O -2.52 1.25 1.97
O -0.08 1.28 1.77
C -1.50 1.72 -0.39
C -2.44 2.64 -0.81
N -2.16 2.95 -2.11
C -1.07 2.23 -2.53
C -0.63 1.47 -1.48
C 0.48 0.47 -1.52
O 0.27 -0.69 -1.87
N 1.71 0.92 -1.21
C 2.04 2.26 -0.81
H 1.13 2.87 -0.82
C 2.66 2.27 0.59
C 3.87 1.34 0.63
C 3.45 -0.06 0.19
C 2.83 0.00 -1.20
H 2.47 -0.98 -1.51
H 3.57 0.36 -1.93
H 4.31 -0.73 0.17
H 2.72 -0.46 0.89
H 4.28 1.31 1.64
H 4.65 1.72 -0.04
H 2.95 3.29 0.84
H 1.90 1.93 1.30
H 2.75 2.67 -1.54
C -0.53 2.34 -3.91
H 0.25 1.59 -4.04
H -0.10 3.32 -4.09
H -1.31 2.16 -4.65
C -2.91 3.85 -2.93
H -3.49 4.53 -2.31
H -2.23 4.44 -3.55
H -3.59 3.31 -3.59
C -3.57 3.23 -0.05
H -3.44 4.30 0.07
H -3.61 2.76 0.93
H -4.52 3.05 -0.57
C -0.45 -1.54 1.51
H 0.43 -0.98 1.81
H -0.97 -1.92 2.41
H -3.10 -0.45 -0.19
H -3.14 -1.56 1.20
H -1.70 -2.04 -1.46
H -3.17 -2.88 -0.91
H -1.11 -4.25 -0.52
H -1.88 -3.83 1.01
H 0.46 -2.33 -0.26
H 4.33 -2.28 2.50
H 5.08 -3.87 2.70
H 4.68 -3.27 1.08


Record 5
141
Properties=species:S:1:pos:R:3 method="wB97M-V/def2-TZVPD" relative_energy_ev=3.170 e_tot_ev=-183519.0040
O 5.42 -4.13 -0.67
S 5.91 -2.82 -0.09
O 7.38 -2.59 0.10
O 5.46 -1.59 -1.07
C 4.43 -1.81 -2.05
C 3.83 -0.46 -2.30
C 5.06 -2.32 1.44
H 3.60 -2.41 -1.67
H 4.80 -2.32 -2.94
H 3.44 0.04 -1.41
H 3.04 -0.52 -3.04
H 4.59 0.14 -2.80
H 5.32 -1.30 1.71
H 5.34 -3.08 2.18
H 4.00 -2.43 1.22
O -3.10 -6.24 -2.19
S -3.31 -4.83 -2.42
O -3.13 -3.85 -1.36
O -2.37 -4.36 -3.72
C -2.35 -2.94 -4.08
C -1.03 -2.61 -4.71
C -5.01 -4.54 -3.13
H -2.52 -2.35 -3.18
H -3.11 -2.74 -4.84
H -0.95 -1.57 -5.02
H -0.91 -3.29 -5.55
H -0.30 -2.79 -3.92
H -5.01 -4.97 -4.13
H -5.22 -3.47 -3.21
H -5.71 -5.09 -2.50
O -0.55 -5.78 0.67
S 0.76 -5.33 0.30
O 1.51 -4.28 1.00
O 1.69 -6.69 0.07
C 3.00 -6.54 -0.55
C 3.90 -7.47 0.17
C 0.63 -4.64 -1.41
H 3.33 -5.52 -0.34
H 2.96 -6.73 -1.63
H 4.71 -7.70 -0.53
H 3.41 -8.42 0.37
H 4.26 -7.10 1.13
H 0.01 -3.74 -1.35
H 0.14 -5.37 -2.05
H 1.63 -4.41 -1.77
O -8.72 -3.06 1.72
S -7.75 -2.78 0.62
O -8.18 -2.69 -0.75
O -6.89 -1.41 1.08
C -6.32 -1.23 2.36
C -4.83 -0.86 2.31
C -6.30 -3.95 0.62
H -6.40 -2.11 2.99
H -6.90 -0.51 2.94
H -4.78 0.05 1.72
H -4.17 -1.65 1.96
H -4.43 -0.57 3.28
H -5.42 -3.38 0.30
H -6.57 -4.77 -0.05
H -6.11 -4.24 1.65
O 0.35 2.51 -4.83
S 1.06 3.49 -5.64
O 0.77 4.93 -5.70
O 2.72 3.33 -5.51
C 3.30 2.05 -5.57
C 4.68 2.06 -5.00
C 0.92 3.02 -7.39
H 3.34 1.88 -6.65
H 2.65 1.34 -5.06
H 4.78 2.34 -3.95
H 5.24 2.82 -5.57
H 5.19 1.10 -5.13
H 1.32 2.02 -7.56
H 1.50 3.83 -7.84
H -0.13 2.99 -7.66
O 3.08 6.92 -0.84
S 2.32 5.86 -1.46
O 1.86 4.68 -0.66
O 1.01 6.50 -2.23
C -0.19 5.67 -2.48
C -0.98 5.29 -1.25
C 3.32 5.34 -2.94
H 0.17 4.73 -2.91
H -0.79 6.16 -3.24
H -0.56 4.57 -0.55
H -1.96 4.86 -1.42
H -1.26 6.17 -0.67
H 2.65 5.30 -3.79
H 3.80 4.38 -2.77
H 4.09 6.11 -3.05
C 1.90 0.29 2.02
O 1.91 -0.46 0.85
P 0.68 -0.46 -0.22
O 0.88 -1.33 -1.40
O 0.44 1.11 -0.53
C 0.07 1.65 -1.80
O -0.65 -0.78 0.62
C -1.01 -2.05 1.19
H 0.96 0.82 2.15
H 2.78 0.92 1.88
H 2.13 -0.38 2.86
H 0.73 2.46 -2.11
H -0.83 2.23 -1.58
H -0.27 1.00 -2.60
H -1.65 -1.90 2.06
H -0.11 -2.51 1.59
H -1.41 -2.78 0.49
C -1.14 1.30 7.11
O -1.71 0.10 6.50
P -1.50 -0.22 4.94
O -0.08 -0.38 4.53
O -2.43 -1.49 4.68
C -2.12 -2.85 4.96
O -2.30 1.02 4.20
C -2.08 1.33 2.82
H -0.98 0.96 8.13
H -1.91 2.07 7.13
H -0.25 1.61 6.55
H -1.85 -3.47 4.11
H -2.93 -3.38 5.46
H -1.29 -2.85 5.67
H -1.22 0.76 2.46
H -1.77 2.36 2.61
H -2.88 1.22 2.09
C -1.16 7.08 5.85
O -0.32 6.77 4.73
P -0.58 5.34 3.99
O -1.87 5.19 3.29
O 0.75 5.25 3.09
C 1.06 4.01 2.50
O -0.16 4.24 5.11
C 1.04 4.35 5.93
H -1.95 6.35 6.00
H -1.66 8.05 5.76
H -0.43 7.14 6.66
H 0.80 3.12 3.07
H 2.13 3.90 2.29
H 0.68 3.83 1.49
H 0.80 4.34 6.99
H 1.46 5.36 5.91
H 1.83 3.61 5.76


Record 6
18
Properties=species:S:1:pos:R:3 method="wB97M-V/def2-TZVPD" relative_energy_ev=4.695 e_tot_ev=-9807.0531 total_charge=+1
C 1.01 1.54 -0.25
C 1.98 -0.54 0.06
C -1.68 0.60 -0.90
C -0.06 1.30 0.77
C 0.66 -0.96 0.68
N 1.91 0.76 -0.64
N -1.35 1.04 0.29
N -0.29 -1.39 -0.22
H 1.02 2.45 -0.80
H 2.56 -0.19 0.94
H 2.47 -1.26 -0.47
H -2.64 0.16 -1.05
H -1.05 0.75 -1.78
H 0.18 1.94 1.57
H 0.66 -1.17 1.72
H -1.93 0.71 1.07
H -1.04 -1.95 0.24
H -0.21 -1.06 -1.12


Record 7
114
Properties=species:S:1:pos:R:3 method="wB97M-V/def2-TZVPD" relative_energy_ev=0.000 e_tot_ev=-151509.5049 total_charge=-2
Rb 0.56 -0.17 -0.01
O 2.75 -4.02 -2.22
C 2.52 -2.88 -1.79
O 1.78 -2.57 -0.85
C 3.04 -1.65 -2.60
C 4.23 -1.78 -3.37
C 4.77 -0.68 -3.99
C 4.01 0.54 -4.01
C 4.44 1.77 -4.57
C 3.63 2.90 -4.54
C 2.42 2.87 -3.83
C 2.00 1.71 -3.20
C 2.78 0.51 -3.30
N 2.33 -0.56 -2.56
H 4.73 -2.72 -3.31
H 5.74 -0.67 -4.49
H 5.37 1.75 -5.09
H 3.85 3.81 -5.07
H 1.78 3.76 -3.76
H 1.04 1.62 -2.70
Br 3.37 2.64 0.58
C 3.40 2.86 2.45
C 3.84 4.07 2.92
C 3.88 4.29 4.35
C 3.49 3.26 5.15
C 3.00 2.01 4.68
C 2.50 1.02 5.56
C 2.01 -0.12 5.02
C 1.98 -0.32 3.64
C 2.39 0.58 2.68
C 2.91 1.79 3.26
H 4.04 4.83 2.19
H 4.17 5.23 4.75
H 3.61 3.42 6.24
H 2.57 1.16 6.63
H 1.62 -0.85 5.75
H 1.58 -1.27 3.34
O -4.33 1.01 -0.14
C -3.48 1.53 -0.77
C -1.43 1.48 -6.48
C -2.03 2.51 -5.76
C -2.20 2.34 -4.39
C -1.79 1.18 -3.69
C -1.16 0.18 -4.48
C -1.01 0.32 -5.82
C -1.80 1.06 -2.31
C -2.46 2.06 -1.40
C -2.01 3.43 -1.08
C -0.86 3.99 -1.69
C -0.39 5.23 -1.31
C -0.95 5.96 -0.27
C -2.03 5.42 0.39
C -2.57 4.17 0.01
H -1.20 1.61 -7.53
H -2.30 3.44 -6.28
H -2.68 3.12 -3.80
H -0.78 -0.64 -3.89
H -0.54 -0.48 -6.38
H -1.35 0.18 -1.89
H -0.34 3.36 -2.42
H 0.50 5.66 -1.84
H -0.55 6.91 0.03
H -2.45 5.90 1.27
H -3.46 3.76 0.46
N 0.36 4.34 3.73
N -0.27 3.31 3.06
N -0.95 2.40 3.70
C -1.21 1.55 2.67
N -0.73 2.00 1.54
N -0.09 3.06 1.76
H 1.28 3.97 4.10
H 0.56 5.08 3.02
H -1.79 0.68 2.80
N -1.66 -4.57 -6.54
C -2.44 -4.77 -5.46
O -3.44 -5.50 -5.50
C -2.07 -4.02 -4.25
C -3.00 -3.20 -3.62
C -2.62 -2.49 -2.51
N -1.48 -2.65 -1.91
C -0.56 -3.48 -2.51
C -0.80 -4.13 -3.67
H -1.98 -5.00 -7.40
H -1.04 -3.78 -6.54
H -3.95 -3.12 -4.13
H -3.39 -1.90 -1.97
H 0.36 -3.65 -1.94
H -0.05 -4.82 -4.07
C -0.12 -4.92 4.21
N -1.21 -4.26 3.45
N -1.12 -2.83 3.53
C -1.20 -2.30 2.23
O -1.24 -1.12 1.97
C -1.22 -3.41 1.30
C -1.24 -4.52 2.06
C -1.18 -5.94 1.59
C -1.56 -2.19 4.70
C -2.39 -2.87 5.58
C -2.96 -2.20 6.63
C -2.78 -0.80 6.84
C -1.91 -0.18 5.97
C -1.30 -0.82 4.93
H -0.19 -4.66 5.28
H 0.84 -4.62 3.77
H -0.19 -5.99 4.14
H -1.32 -3.23 0.26
H -1.21 -5.89 0.49
H -2.02 -6.51 2.02
H -0.27 -6.48 1.86
H -2.60 -3.90 5.27
H -3.56 -2.79 7.30
H -3.28 -0.29 7.63
H -1.72 0.88 5.98
H -0.64 -0.29 4.25


Record 8
54
Properties=species:S:1:pos:R:3 method="wB97M-V/def2-TZVPD" e_tot_ev=-40261.7567 total_charge=+5
Hf -2.10 -2.13 -1.97
Sr 3.60 -1.60 2.28
Sr 0.81 2.87 1.72
N 0.54 0.02 3.88
O 0.17 1.18 3.56
O 1.66 -0.42 3.42
O -0.13 -0.76 4.50
N 0.41 -0.60 0.13
O 1.21 -1.23 0.81
O -0.44 -1.24 -0.58
O 0.32 0.63 0.24
C 1.69 -3.86 -1.98
C 0.42 -4.68 -2.16
C 0.32 -5.86 -1.16
O -0.67 -3.77 -2.06
H 1.59 -3.31 -1.04
H 1.75 -3.13 -2.80
H 2.60 -4.42 -2.17
H 0.36 -5.20 -3.12
H 1.05 -6.65 -1.34
H -0.66 -6.32 -1.23
H 0.44 -5.44 -0.15
C 0.93 3.07 -2.07
O 1.31 3.68 -0.81
C 2.15 4.84 -0.89
C 1.79 5.78 0.26
O 1.98 5.18 1.55
C 3.39 5.25 1.88
H 1.86 3.10 -2.64
H 0.31 3.73 -2.66
H 0.50 2.09 -1.91
H 2.24 5.39 -1.82
H 3.17 4.46 -0.75
H 0.75 6.07 0.14
H 2.25 6.77 0.18
H 3.47 4.59 2.76
H 3.56 6.29 2.15
H 4.00 4.82 1.10
C -2.05 -3.78 0.99
O -2.63 -2.62 0.21
C -3.22 -1.63 1.10
C -3.90 -0.50 0.38
O -3.11 -0.29 -0.80
C -3.16 1.12 -1.15
H -2.91 -4.32 1.39
H -1.29 -3.41 1.68
H -1.60 -4.42 0.24
H -2.41 -1.25 1.73
H -3.90 -2.05 1.84
H -4.03 0.30 1.10
H -4.90 -0.79 0.05
H -4.17 1.49 -1.31
H -2.74 1.14 -2.16
H -2.59 1.83 -0.55